{"formula": "C4H11NO2", "method": "the ωB97M-V functional and the def2-TZVPD basis", "de_lowest_ev": 7.293, "lumo_energy_ev": -2.7, "e_homo_ev": -8.4, "energy_ev": -9904.9490, "species": ["H", "H", "O", "H", "C", "C", "H", "H", "H", "C", "C", "H", "H", "N", "O", "H", "H", "H"], "positions_angstrom": [[0.99, -2.66, -0.29], [-5.11, -1.49, 1.36], [1.26, -1.75, -0.38], [1.09, -0.62, 0.60], [-1.21, -0.01, -0.31], [-0.04, 0.47, -1.32], [3.11, 0.11, 0.85], [-1.15, -1.02, 0.10], [2.74, 1.83, 0.92], [0.18, 1.04, -0.02], [2.46, 0.89, 0.45], [-5.79, -1.62, 1.67], [2.63, 0.96, -0.62], [1.09, 0.45, 0.82], [-2.25, 0.60, -0.36], [0.67, -0.29, -1.65], [-0.52, 1.09, -2.07], [-0.16, 2.03, 0.26]], "mulliken_charge": [0.15, -0.17, -0.89, 0.52, 0.13, -0.50, 0.32, 0.45, 0.32, -0.20, -0.86, 0.18, 0.33, -0.46, -0.42, 0.23, 0.35, 0.54]}


{"formula": "C4H11NO2", "method": "the ωB97M-V functional and the def2-TZVPD basis", "de_lowest_ev": 1.977, "lumo_energy_ev": 0.9, "e_homo_ev": -9.2, "energy_ev": -9910.2651, "smiles": "C[C@H](CO)NCO", "species": ["H", "H", "C", "O", "C", "H", "H", "H", "C", "C", "H", "H", "H", "H", "O", "H", "H", "N"], "positions_angstrom": [[0.57, -0.84, 0.45], [-1.16, 1.53, 1.28], [1.48, 0.24, -1.58], [-0.25, 0.39, 2.68], [-1.51, -0.86, 0.12], [-1.42, -1.65, -0.63], [2.35, 0.56, -0.99], [-0.01, 1.60, -0.81], [-0.18, -0.09, 0.20], [-0.26, 0.91, 1.35], [0.62, 1.55, 1.29], [0.59, -1.35, -1.64], [1.59, 0.54, -2.62], [-0.16, -0.57, 2.67], [1.55, -1.21, -1.61], [-1.79, -1.27, 1.09], [-2.24, -0.13, -0.23], [0.22, 0.64, -1.01]], "mulliken_charge": [0.51, 0.33, -0.27, -0.51, -1.24, 0.35, 0.28, 0.30, -0.09, -0.63, 0.33, 0.33, 0.28, 0.33, -0.53, 0.32, 0.32, -0.42]}


{"formula": "C4H11NO2", "method": "the ωB97M-V functional and the def2-TZVPD basis", "de_lowest_ev": 0.808, "lumo_energy_ev": 0.6, "e_homo_ev": -9.9, "energy_ev": -9911.4337, "smiles": "CC(N)=O.CCO", "species": ["C", "H", "H", "C", "H", "H", "H", "H", "N", "C", "O", "O", "H", "H", "H", "C", "H", "H"], "positions_angstrom": [[-0.08, -2.15, -1.28], [-0.15, -2.39, -0.23], [-0.74, -1.35, -1.57], [-0.96, 0.95, 2.02], [-1.43, 0.85, 3.00], [-0.27, 1.63, -0.30], [-0.84, 3.16, 1.94], [2.88, -0.65, -1.62], [2.10, -1.02, -1.10], [1.19, -1.65, -1.90], [1.37, -1.68, -3.10], [-0.17, 2.41, 0.23], [-0.48, -3.00, -1.84], [-2.08, 2.49, 0.98], [0.10, 0.76, 2.20], [-1.08, 2.28, 1.36], [1.92, -0.83, -0.13], [-1.28, 0.16, 1.34]], "mulliken_charge": [-0.89, 0.34, 0.22, -0.91, 0.34, 0.27, 0.30, 0.22, -0.39, 0.61, -0.61, -0.52, 0.31, 0.25, 0.24, -0.22, 0.20, 0.24]}


{"formula": "C4H11NO2", "method": "the ωB97M-V functional and the def2-TZVPD basis", "de_lowest_ev": 0.864, "lumo_energy_ev": 0.8, "e_homo_ev": -9.7, "energy_ev": -9911.3781, "smiles": "CC(C)NC=O.O", "species": ["H", "H", "H", "H", "C", "O", "C", "H", "H", "H", "O", "H", "N", "C", "C", "H", "H", "H"], "positions_angstrom": [[-2.28, -1.05, 0.76], [1.41, -1.99, 1.44], [-0.19, -2.75, 1.31], [0.20, 1.53, 1.65], [0.41, -1.88, 1.03], [-0.97, 1.03, -1.03], [0.66, 0.60, 1.33], [0.83, 0.74, 0.27], [0.53, -1.86, -0.06], [2.11, 1.38, -3.05], [2.59, 0.69, -2.56], [-0.62, -0.64, 2.50], [-1.51, -0.42, 0.66], [-0.30, -0.60, 1.46], [-1.78, 0.48, -0.34], [2.98, 1.16, -1.84], [-2.88, 0.54, -0.44], [1.59, 0.32, 1.82]], "mulliken_charge": [0.24, 0.35, 0.34, 0.34, -1.27, -0.51, -1.21, 0.22, 0.32, 0.32, -0.63, 0.19, -0.16, 0.51, -0.07, 0.30, 0.33, 0.39]}


{"formula": "C4H11NO2", "method": "the ωB97M-V functional and the def2-TZVPD basis", "de_lowest_ev": 1.063, "lumo_energy_ev": 0.8, "e_homo_ev": -9.9, "energy_ev": -9911.1792, "smiles": "CCCNC=O.O", "species": ["H", "H", "O", "O", "H", "C", "H", "C", "H", "H", "H", "C", "H", "H", "C", "N", "H", "H"], "positions_angstrom": [[0.96, -2.01, -1.27], [-1.67, -0.81, -0.43], [2.23, 6.25, 2.98], [0.77, 1.05, 1.00], [0.95, -0.30, -1.08], [-1.03, -1.06, -1.29], [1.18, -0.29, 2.43], [0.80, -0.08, 1.42], [0.25, -2.03, 1.11], [-2.77, -1.97, -2.02], [-1.16, -0.26, -2.02], [-1.72, -2.26, -1.95], [-1.72, -3.22, -1.42], [2.15, 5.40, 2.52], [0.40, -1.21, -0.78], [0.54, -1.18, 0.66], [1.32, 6.49, 3.13], [-1.48, -2.53, -2.99]], "mulliken_charge": [0.42, 0.29, -0.64, -0.53, 0.23, -0.28, 0.37, -0.02, 0.23, 0.34, 0.26, -1.21, 0.34, 0.33, -0.59, -0.17, 0.32, 0.33]}


{"formula": "C4H11NO2", "method": "the ωB97M-V functional and the def2-TZVPD basis", "de_lowest_ev": 3.299, "lumo_energy_ev": -0.7, "e_homo_ev": -7.1, "energy_ev": -9908.9432, "species": ["H", "H", "H", "H", "H", "H", "H", "H", "H", "C", "C", "C", "O", "O", "H", "N", "C", "H"], "positions_angstrom": [[-3.68, -0.24, 1.26], [0.25, -0.06, -0.74], [2.51, 2.00, -1.00], [2.47, 0.62, -1.93], [-3.61, -2.02, 1.15], [1.30, 1.75, -2.14], [2.53, 0.82, 1.40], [-2.49, -1.32, 2.02], [1.39, -0.66, 1.05], [2.00, 0.18, 0.71], [-2.12, -1.12, -0.15], [-3.07, -1.09, 1.10], [-0.86, -1.10, -0.04], [-2.75, -1.01, -1.22], [2.79, -0.36, 0.16], [1.90, 1.32, -1.46], [0.96, 0.72, -0.30], [0.48, 1.58, 0.14]], "mulliken_charge": [0.28, 0.38, 0.33, 0.34, 0.30, 0.34, 0.38, 0.29, 0.35, -1.16, 0.54, -0.95, -0.75, -0.69, 0.34, -0.39, -0.14, 0.21]}


{"formula": "C4H11NO2", "method": "the ωB97M-V functional and the def2-TZVPD basis", "de_lowest_ev": 4.163, "lumo_energy_ev": 1.0, "e_homo_ev": -9.8, "energy_ev": -9908.0786, "smiles": "CON(C)CCO", "species": ["H", "C", "H", "H", "H", "C", "H", "H", "H", "O", "H", "C", "N", "H", "H", "O", "C", "H"], "positions_angstrom": [[-2.07, -1.39, -1.14], [-0.74, 0.31, -0.60], [0.48, -1.02, 2.20], [2.42, 1.21, 0.33], [-1.25, -0.67, -2.55], [-0.29, -0.92, 1.43], [-0.32, 0.99, -1.34], [2.07, 2.54, 1.44], [-0.53, -1.94, 1.10], [-0.25, -2.14, -1.61], [-1.18, -0.47, 1.87], [1.65, 1.95, 0.62], [0.25, -0.14, 0.32], [1.50, 2.62, -0.24], [0.58, -1.95, -1.14], [0.43, 1.35, 0.99], [-1.11, -1.04, -1.53], [-1.66, 0.70, -0.16]], "mulliken_charge": [0.27, -0.41, 0.32, 0.29, 0.33, -0.89, 0.29, 0.25, 0.32, -0.52, 0.34, -0.66, -0.10, 0.26, 0.34, -0.36, -0.45, 0.37]}


{"formula": "C4H11NO2", "method": "the ωB97M-V functional and the def2-TZVPD basis", "de_lowest_ev": 3.508, "lumo_energy_ev": 0.6, "e_homo_ev": -8.4, "energy_ev": -9908.7343, "species": ["H", "H", "H", "H", "C", "C", "H", "N", "H", "O", "H", "C", "H", "O", "C", "H", "H", "H"], "positions_angstrom": [[-2.59, 0.88, 0.38], [-1.91, -0.97, 1.44], [0.24, -0.71, -1.09], [2.04, -0.42, 1.50], [-0.66, -0.02, 0.37], [1.71, -0.91, 0.59], [-1.42, 1.62, -0.73], [1.15, 1.21, -0.69], [1.30, -1.89, 0.85], [-0.95, -0.92, 1.32], [1.70, 1.07, -1.53], [0.69, -0.07, -0.17], [2.57, -1.08, -0.06], [-1.22, -0.96, -1.41], [-1.54, 1.17, 0.25], [1.75, 1.69, -0.03], [-1.60, -1.60, -2.02], [-1.26, 1.89, 1.02]], "mulliken_charge": [0.47, 0.39, 0.25, 0.34, 0.74, -1.30, 0.32, -0.56, 0.35, -0.43, 0.26, 0.32, 0.34, -0.80, -1.42, 0.22, 0.15, 0.34]}


{"formula": "C4H11NO2", "method": "the ωB97M-V functional and the def2-TZVPD basis", "de_lowest_ev": 5.841, "lumo_energy_ev": 0.7, "e_homo_ev": -7.4, "energy_ev": -9906.4011, "species": ["O", "N", "H", "H", "C", "O", "H", "C", "H", "H", "C", "H", "H", "H", "H", "H", "H", "C"], "positions_angstrom": [[-1.63, -0.23, 0.92], [0.55, -0.90, 1.41], [1.26, 1.40, 0.10], [0.80, -1.94, -0.74], [-0.32, 0.27, 1.05], [-0.06, -2.09, 1.99], [-0.99, -1.99, 1.73], [-0.43, 1.52, -1.24], [-2.08, 0.17, 0.16], [0.11, 1.48, -2.20], [0.91, -0.87, -0.94], [1.95, -0.60, -1.11], [-1.40, 1.04, -1.44], [-0.61, 2.57, -1.01], [1.56, -0.81, 1.42], [0.31, -0.83, -1.85], [-0.31, 0.96, 1.90], [0.36, 0.84, -0.16]], "mulliken_charge": [-0.60, -0.34, 0.41, 0.36, 0.44, -0.45, 0.33, -1.57, 0.29, 0.38, -1.07, 0.32, 0.43, 0.36, 0.21, 0.38, 0.27, -0.15]}


{"formula": "C4H11NO2", "method": "the ωB97M-V functional and the def2-TZVPD basis", "de_lowest_ev": 2.409, "lumo_energy_ev": 0.7, "e_homo_ev": -8.2, "energy_ev": -9909.8328, "smiles": "C=CC(=C)N.O.O", "species": ["H", "H", "H", "H", "O", "H", "C", "H", "C", "O", "H", "H", "H", "C", "C", "H", "N", "H"], "positions_angstrom": [[-2.31, 0.07, -0.76], [2.25, 1.73, -0.48], [-1.55, 0.20, 1.54], [1.57, 2.25, 4.17], [2.07, 2.60, 3.42], [2.14, 3.53, 3.68], [-1.42, -0.45, -0.44], [-0.02, -0.19, -2.59], [-1.46, -2.75, -1.41], [1.59, 2.35, -0.17], [-2.05, -3.18, -0.63], [-0.23, -1.03, 1.16], [1.96, 3.05, 0.37], [-0.92, -1.53, -1.34], [-0.98, -0.35, 0.80], [-1.08, -3.45, -2.15], [0.10, -1.12, -2.21], [0.36, -1.75, -2.95]], "mulliken_charge": [0.35, 0.31, 0.28, 0.31, -0.62, 0.31, -0.28, 0.24, -0.94, -0.61, 0.30, 0.27, 0.30, 0.49, -0.71, 0.24, -0.45, 0.21]}


{"formula": "C4H11NO2", "method": "the ωB97M-V functional and the def2-TZVPD basis", "de_lowest_ev": 1.563, "lumo_energy_ev": 0.9, "e_homo_ev": -9.2, "energy_ev": -9910.6788, "smiles": "C[C@H](O)CNCO", "species": ["C", "N", "C", "H", "O", "H", "H", "H", "H", "C", "H", "H", "C", "H", "H", "H", "H", "O"], "positions_angstrom": [[1.27, 2.26, -0.83], [-0.98, -0.61, 0.24], [0.07, 0.06, -0.50], [0.64, 2.43, 1.55], [-0.18, -2.88, 0.06], [-0.17, 0.01, -1.52], [2.28, 1.90, -0.66], [0.54, -2.69, -0.62], [-1.40, -1.99, -1.28], [-1.22, -1.99, -0.19], [-0.70, -0.64, 1.20], [1.26, 3.33, -0.49], [0.22, 1.51, -0.02], [-2.08, -2.28, 0.38], [1.00, -0.44, -0.45], [1.06, 2.29, -1.94], [-0.76, 2.05, -0.04], [0.57, 1.54, 1.37]], "mulliken_charge": [-1.28, -0.33, -1.01, 0.30, -0.53, 0.51, 0.36, 0.33, 0.35, -0.43, 0.25, 0.36, 0.38, 0.34, 0.40, 0.32, 0.24, -0.55]}


{"formula": "C4H11NO2", "method": "the ωB97M-V functional and the def2-TZVPD basis", "de_lowest_ev": 1.623, "lumo_energy_ev": 0.7, "e_homo_ev": -9.6, "energy_ev": -9910.6192, "smiles": "NCCCC=O.O", "species": ["H", "H", "C", "H", "H", "N", "O", "C", "H", "H", "H", "C", "H", "H", "H", "O", "H", "C"], "positions_angstrom": [[-2.81, 1.33, -0.47], [0.65, 1.90, -0.82], [1.69, 0.54, 0.41], [-1.46, 0.01, -2.66], [-0.63, -0.46, -0.33], [-2.22, 0.17, -2.01], [2.41, 0.79, 1.34], [-1.87, 1.16, -0.99], [-3.04, 0.45, -2.52], [0.45, 2.18, 0.87], [-1.54, 2.13, -1.40], [-0.83, 0.57, -0.01], [-1.37, 0.45, 0.93], [1.07, -4.50, 1.04], [1.91, -0.21, -0.36], [0.80, -3.67, 1.39], [0.23, -3.30, 0.69], [0.44, 1.38, 0.13]], "mulliken_charge": [0.31, 0.33, -0.06, 0.18, 0.29, -0.59, -0.47, -0.44, 0.22, 0.32, 0.31, -0.49, 0.26, 0.31, 0.32, -0.63, 0.31, -0.47]}


Copy entry 8 word for word.
{"formula": "C4H11NO2", "method": "the ωB97M-V functional and the def2-TZVPD basis", "de_lowest_ev": 3.508, "lumo_energy_ev": 0.6, "e_homo_ev": -8.4, "energy_ev": -9908.7343, "species": ["H", "H", "H", "H", "C", "C", "H", "N", "H", "O", "H", "C", "H", "O", "C", "H", "H", "H"], "positions_angstrom": [[-2.59, 0.88, 0.38], [-1.91, -0.97, 1.44], [0.24, -0.71, -1.09], [2.04, -0.42, 1.50], [-0.66, -0.02, 0.37], [1.71, -0.91, 0.59], [-1.42, 1.62, -0.73], [1.15, 1.21, -0.69], [1.30, -1.89, 0.85], [-0.95, -0.92, 1.32], [1.70, 1.07, -1.53], [0.69, -0.07, -0.17], [2.57, -1.08, -0.06], [-1.22, -0.96, -1.41], [-1.54, 1.17, 0.25], [1.75, 1.69, -0.03], [-1.60, -1.60, -2.02], [-1.26, 1.89, 1.02]], "mulliken_charge": [0.47, 0.39, 0.25, 0.34, 0.74, -1.30, 0.32, -0.56, 0.35, -0.43, 0.26, 0.32, 0.34, -0.80, -1.42, 0.22, 0.15, 0.34]}